Entry 1:
21
Properties=species:S:1:pos:R:3:mulliken_charge:R:1 method="wB97M-V/def2-TZVPD" e_lumo_ev=-2.759 charge=+1 orbital_gap_ev=12.3138 largest_force_ev_per_a=3.85 smiles=C[N+](C)(C)C[C@@H](O)F
C 1.3524 0.1221 -0.6127 -1.006
C -0.0531 -1.6943 0.1983 -0.656
C -0.5891 -0.4779 -1.7999 -1.017
C -0.8539 0.7899 0.1403 -0.764
C -0.3210 1.3750 1.6106 0.230
N -0.0642 -0.3062 -0.4454 -0.201
O 0.2158 0.4374 2.4826 -0.503
F 0.6021 2.2576 1.1639 -0.265
H 1.5118 1.1152 -1.0364 0.317
H 1.8712 -0.1241 0.3307 0.354
H 1.6938 -0.5835 -1.2385 0.629
H -1.0819 -2.1883 0.0172 0.320
H 0.7990 -2.2571 -0.3169 0.332
H 0.0738 -1.4408 1.2079 0.365
H -1.7222 -0.8463 -1.8538 0.341
H -0.3103 0.3646 -2.3757 0.510
H -0.0715 -1.3074 -2.2127 0.448
H -1.0853 1.5273 -0.6550 0.398
H -1.8633 0.4468 0.3685 0.491
H -1.1138 1.9925 2.0187 0.311
H 1.0097 0.7976 3.0085 0.365



Entry 2:
21
Properties=species:S:1:pos:R:3:mulliken_charge:R:1 method="wB97M-V/def2-TZVPD" e_lumo_ev=-8.802 charge=+2 orbital_gap_ev=6.3689 largest_force_ev_per_a=3.58
O 3.2973 -0.9099 -0.4963 -0.840
C 2.1644 -0.5332 -0.1614 1.120
O 2.0019 0.5528 0.4752 -0.874
O 1.1088 -1.3232 -0.4771 -0.233
C -0.0424 -1.0928 0.1665 -0.097
C -0.6494 -2.2173 0.7832 -0.615
Sr 4.7719 0.8539 0.6828 1.803
H -1.2123 -2.0457 1.7088 0.254
H -0.0008 -3.1004 0.8007 0.360
Li 0.2209 1.0154 1.0967 0.895
C -1.8288 -1.8947 -0.4794 -0.614
C -2.7497 -0.7223 -0.1964 -0.380
O -3.9035 -0.8587 -1.0258 -0.289
C -4.7354 0.1685 -1.0751 0.638
O -4.7008 1.1431 -0.3634 -0.536
O -5.5338 0.0104 -2.1229 -0.423
H -2.4059 -2.8280 -0.4269 0.460
H -1.5232 -1.9060 -1.5352 0.379
H -2.2765 0.2476 -0.3983 0.288
H -3.0453 -0.6911 0.8610 0.326
H -6.1326 0.7647 -2.1913 0.377



Entry 3:
84
Properties=species:S:1:pos:R:3:lowdin_spin:R:1 method="wB97M-V/def2-TZVPD" e_lumo_ev="-2.314 / -7.480" spin_multiplicity=2 charge=+1 orbital_gap_ev="9.4970 / 4.3072" largest_force_ev_per_a=2.95
Li 8.4663 -9.0501 -11.3126 -0.009
Li 7.1944 -10.5215 -13.0417 -0.009
O 8.6138 -9.1834 -13.2728 0.707
H 9.4020 -8.6613 -13.5195 0.013
O 6.8944 -10.2533 -11.1547 0.292
H 5.9919 -10.4388 -10.8297 0.004
C 5.4570 -8.8756 -14.4926 -0.001
C 4.8893 -10.2918 -14.6190 0.000
N 5.9422 -11.3324 -14.5504 0.000
C 6.7631 -11.3106 -15.8135 0.000
C 7.9758 -12.3030 -15.7827 0.000
C 5.3206 -12.6617 -14.3714 0.000
C 4.8814 -12.8073 -12.8940 0.000
H 4.5531 -8.2689 -14.5477 0.000
H 6.0524 -8.5030 -15.3261 0.000
H 5.9715 -8.6213 -13.5659 -0.001
H 4.1797 -10.4131 -13.8005 0.000
H 4.3694 -10.3598 -15.5746 0.000
H 6.1202 -11.4778 -16.6777 0.000
H 7.2631 -10.3492 -15.9312 0.000
H 8.6363 -12.0251 -14.9614 0.000
H 7.5941 -13.3213 -15.7082 0.000
H 8.5786 -12.2895 -16.6907 0.000
H 6.0077 -13.5013 -14.4757 0.000
H 4.5399 -12.7937 -15.1205 0.000
H 5.7350 -12.7321 -12.2204 0.000
H 4.4407 -13.7690 -12.6315 0.000
H 4.2439 -11.9790 -12.5848 0.000
C 6.6453 -7.3553 -9.0949 0.000
C 8.1451 -7.1744 -8.8769 0.000
N 8.7485 -7.0956 -10.2323 -0.001
C 10.2047 -7.3843 -9.9800 0.000
C 10.9292 -7.5475 -11.3452 -0.001
C 8.4478 -5.8357 -10.9251 0.000
C 9.2015 -4.5014 -10.5074 0.000
H 6.0954 -6.4747 -9.4268 0.000
H 6.0953 -7.5534 -8.1749 0.000
H 6.4458 -8.1642 -9.7977 0.000
H 8.2672 -6.2961 -8.2430 0.000
H 8.4812 -8.0590 -8.3359 0.000
H 10.7941 -6.6625 -9.4146 0.000
H 10.3234 -8.3395 -9.4685 0.000
H 10.4913 -8.3877 -11.8841 -0.001
H 10.9476 -6.6420 -11.9516 0.000
H 11.9602 -7.8157 -11.1147 0.000
H 7.3821 -5.6165 -10.8602 0.000
H 8.6159 -6.0486 -11.9808 0.000
H 9.2983 -3.8976 -11.4098 0.000
H 10.2122 -4.6370 -10.1225 0.000
H 8.5331 -4.0250 -9.7902 0.000
C 7.7227 -11.0691 -6.4890 0.000
C 8.1603 -11.3044 -7.9192 0.001
O 8.2313 -12.6924 -8.1994 0.000
C 7.1472 -13.4976 -8.4382 0.000
O 5.9880 -13.1999 -8.3742 0.000
C 7.5677 -14.8669 -8.9230 0.000
F 7.0667 -15.7854 -8.0855 0.000
F 7.1598 -15.0908 -10.1830 0.000
F 8.8850 -15.1312 -8.8662 0.000
H 7.9316 -10.0261 -6.2510 0.000
H 8.3422 -11.7272 -5.8798 0.000
H 6.6611 -11.2319 -6.3029 0.000
H 9.1502 -10.8620 -8.0308 0.000
H 7.4891 -10.9018 -8.6780 0.000
C 4.0645 -10.9595 -9.3621 0.000
C 3.1002 -10.0574 -10.1631 0.000
O 1.9716 -9.8432 -9.7865 0.001
C 3.6937 -9.4088 -11.4071 0.001
H 3.4316 -11.5923 -8.7401 0.000
H 4.7613 -10.3630 -8.7732 0.000
H 4.6366 -11.5723 -10.0587 0.000
H 2.9931 -9.4528 -12.2409 0.000
H 4.5890 -9.9592 -11.6963 0.000
H 4.0216 -8.3731 -11.3178 0.000
C 9.2956 -12.8119 -11.6809 -0.001
C 10.2269 -11.8779 -10.8537 0.001
O 10.0765 -10.6628 -10.8512 0.004
C 11.2689 -12.5254 -10.0270 0.000
H 8.6239 -12.2746 -12.3505 -0.001
H 8.6349 -13.4046 -11.0483 0.000
H 9.7522 -13.5910 -12.2912 0.000
H 11.8742 -11.8318 -9.4435 0.000
H 11.9517 -13.0350 -10.7068 0.000
H 10.9118 -13.4271 -9.5294 0.000